C33H30InN4O5 | the ωB97M-V functional and the def2-TZVPD basis

Output
Energy relative to the best compared isomer or geometry (same formula, charge and spin) ... 25.0 kcal/mol
Total charge ... -1
Maximum force ... 0.00458 hartree/bohr
E_tot ... -2060.9462 Eh
E_HOMO ... -3.9 eV
Orbital gap ... 6.412 eV

Positions of all 73 atoms, in Å:
H: -0.26969 3.39637 4.48546
C: -1.17718 2.02474 1.53201
C: 2.79632 -5.12292 1.22689
C: -4.27984 2.42715 -3.73816
C: -2.89431 -3.52275 0.08143
N: -1.92586 -1.84779 -1.31127
C: 2.51719 -0.44021 3.46016
C: -2.06209 -2.66687 -2.35159
H: 4.96327 -6.71772 1.36015
C: 1.81247 -4.44266 0.55002
H: 3.95817 -8.16508 1.12241
H: 3.80646 -7.21675 2.61800
H: -1.04890 -0.70538 3.48827
H: -2.69938 -4.56037 -3.12914
H: 1.57340 -0.36656 4.00585
H: -4.91008 2.83475 -1.70699
C: -2.32186 -2.26964 -0.11289
H: -5.21193 2.72532 -4.20165
C: 2.32203 -2.42165 1.80219
C: -2.61441 -3.93099 -2.25305
C: -3.22936 1.94759 -4.50625
H: -0.42820 1.00503 5.14394
N: -1.48439 2.40539 0.17580
C: -1.23044 0.66261 1.85757
C: 2.17283 3.55159 -2.59277
H: 3.91688 -2.66726 3.21185
H: -1.70717 -2.28668 -3.30465
C: -2.05841 1.57055 -3.86363
C: 3.97866 -7.16016 1.53887
H: 2.90348 0.57173 3.34989
O: -3.68743 1.86204 0.38332
H: -3.31343 1.86042 -5.58155
C: -2.89940 2.11861 -1.82519
C: 1.52606 -3.07388 0.79276
H: 2.96880 4.09073 -3.11456
C: 0.23612 3.78601 -1.10906
H: 0.04096 6.25879 -2.21626
H: 2.95768 5.81139 -1.25638
H: 2.58931 4.55338 -0.06047
C: -0.54204 2.64162 3.75885
C: -0.82730 2.99744 2.45148
H: 0.03952 5.04232 -3.49918
C: 3.30520 -3.15824 2.46812
C: -2.15595 -1.35237 1.08665
H: 1.44560 6.10178 -3.28905
C: -2.74635 2.12805 -0.32580
H: 3.19807 -1.05311 4.04070
C: 1.29602 4.53274 -1.80310
C: 3.57348 -4.48761 2.20530
H: 4.35547 -4.99950 2.74484
C: -0.97554 0.33220 3.19577
C: 0.66421 5.54857 -2.76167
C: 2.15089 5.26467 -0.76103
C: -0.63474 1.30177 4.12144
O: 0.55710 -2.52377 0.16612
C: -0.57525 3.12954 -0.51795
O: -2.68839 -1.70948 2.14214
C: -4.11985 2.50416 -2.36619
H: -1.21775 1.17480 -4.42470
H: 2.62000 2.81725 -1.92334
In: 0.33388 -0.44955 -0.80673
H: -3.19894 -3.79367 1.08161
N: -1.88669 1.66320 -2.55138
H: -3.46911 -5.35006 -0.88063
H: 1.54487 5.97289 -0.19401
C: -3.03802 -4.36358 -1.00293
O: 2.95915 -6.44191 0.88554
H: 1.57428 3.00695 -3.32356
N: -1.45463 -0.24627 0.83203
H: -0.78626 4.03115 2.12917
O: 1.72512 -0.19164 1.27424
H: 1.22125 -4.95842 -0.19527
C: 2.16631 -0.99083 2.09119



C33H30MnN4P2S3 | the ωB97M-V functional and the def2-TZVPD basis

Output
Energy relative to the best compared isomer or geometry (same formula, charge and spin) ... 0.0 kcal/mol
Total charge ... 0
Maximum force ... 0.01076 hartree/bohr
E_tot ... -4522.8828 Eh
E_HOMO (alpha / beta) ... -7.3 / -7.4 eV
2S+1 ... 6
Orbital gap (alpha / beta) ... 7.315 / 7.393 eV

Positions of all 73 atoms, in Å:
H: 2.00255 2.39970 -0.66138
C: 0.76096 -2.40670 -2.05955
C: 2.54976 1.80369 0.06100
N: -2.40528 -2.04748 0.49974
C: 1.36417 -1.92858 2.93268
H: 4.39544 -0.34441 2.68529
C: 2.25083 1.32113 -6.81202
C: 6.20447 2.04459 -5.17668
C: 5.85310 1.60573 -3.90448
C: 1.39921 2.41931 -6.83233
H: 3.77448 0.27591 -5.74224
H: 5.45512 2.46945 -5.83195
N: 2.41031 -0.05677 5.64140
H: -5.20433 -3.91073 0.20603
C: -4.49764 -2.52251 -1.27954
C: -3.22055 -3.23527 0.71314
P: 2.20715 -0.08056 -1.86894
H: 2.27733 3.82898 -3.88789
C: 1.40984 3.32198 -5.78334
H: -3.23977 -3.42616 1.78482
S: -1.62924 0.22754 -0.71402
C: 0.52696 -3.77398 -2.01857
C: -4.61464 -2.99649 0.16024
S: 0.24258 0.60683 2.74933
C: 7.51485 1.94396 -5.62142
N: -3.60957 -1.37141 -1.32800
Mn: 0.47023 -0.25034 0.50534
C: 2.27037 3.12446 -4.71095
H: 9.51326 1.32271 -5.15214
C: 3.04128 2.39193 1.21914
C: 6.85148 1.08389 -3.08039
C: -2.59115 -1.18350 -0.47847
H: -2.74718 -4.09541 0.23146
H: -0.46544 -4.15759 -2.21721
C: 2.75119 0.43482 -0.18713
H: -0.05063 -1.72301 -2.28177
C: 1.17978 -0.68463 3.45662
H: -4.09866 -3.32514 -1.90986
C: 1.56416 -4.64461 -1.73288
H: 2.87474 3.44431 1.40323
C: 3.44574 -0.33018 0.76672
H: 7.76904 2.29045 -6.61416
S: 0.72491 -2.48324 1.39398
H: 6.61362 0.76931 -2.07014
H: 3.71880 -0.55037 -3.67850
H: 4.05027 2.06033 3.07835
H: -5.46245 -2.22531 -1.68952
H: 3.56557 -1.39471 0.61914
P: 4.18173 1.82491 -3.19878
H: -5.12325 -2.23794 0.75722
H: 4.61494 -0.32786 -2.16380
H: 1.38408 -5.70980 -1.69404
C: 2.20212 -2.86618 3.61409
C: 3.07587 -2.78906 -1.55058
H: 3.65510 -4.83201 -1.29533
C: 3.70578 1.61716 2.15390
H: 4.08211 -2.42362 -1.38914
H: -3.69577 -0.69002 -2.06262
C: 3.90320 0.25826 1.93314
N: 2.88301 -3.64257 4.12125
C: 8.49271 1.40287 -4.80253
C: 1.84514 -0.34639 4.68272
H: 2.24903 0.61769 -7.63421
C: 8.15641 0.97342 -3.52644
H: -1.57988 -1.94019 1.09164
C: 3.10467 1.12870 -5.74188
H: 8.91461 0.56112 -2.87394
H: 0.72978 2.56859 -7.66932
H: 0.75058 4.17927 -5.79349
C: 2.03251 -1.89579 -1.80134
C: 2.84261 -4.15159 -1.50828
C: 3.80440 0.06917 -2.78139
C: 3.12477 2.02751 -4.67508



C33H30N5O2Ru | the ωB97M-V functional and the def2-TZVPD basis

Output
Energy relative to the best compared isomer or geometry (same formula, charge and spin) ... 8.9 kcal/mol
Total charge ... 0
Maximum force ... 0.06474 hartree/bohr
E_tot ... -1794.6170 Eh
E_HOMO (alpha / beta) ... -6.8 / -6.9 eV
2S+1 ... 2
Orbital gap (alpha / beta) ... 6.075 / 6.226 eV

Positions of all 71 atoms, in Å:
Ru: -0.43184 -0.35880 -0.06446
H: -3.05800 -1.25209 4.10252
H: -0.45407 -2.15252 -2.70324
H: 4.17410 3.22760 3.25812
C: 2.20068 -1.64162 0.74929
C: -2.45501 -1.75434 3.35924
C: 3.16488 -2.05579 1.66859
O: 0.16163 1.80263 0.90010
H: 0.90841 -3.28955 -2.76405
N: -1.37541 -1.68864 1.23829
H: -0.95261 1.16460 -5.29510
C: 3.10012 -1.65372 2.99037
C: -1.12321 -3.59824 2.65171
C: -1.53370 0.40131 -4.78792
H: -5.08944 2.50664 2.60142
H: 3.19070 -2.09168 -1.08426
C: 2.19824 -2.21256 -0.63655
C: 1.02583 2.22161 0.06609
C: -2.81780 0.14421 1.75100
C: -2.22244 -1.12685 2.13231
C: -2.45175 -0.32829 -5.49714
H: -0.26067 -3.32380 0.70987
H: 2.23776 4.40157 -1.13937
H: -3.53848 -2.34131 -2.98338
H: 2.01553 -3.29002 -0.56232
H: 1.96995 -0.52986 4.43941
H: 0.32982 0.27005 2.79379
H: -4.25353 0.29722 3.34466
N: 1.14456 -1.61168 -1.46315
C: -1.31329 0.19885 -3.40935
C: -3.76440 2.58689 0.91340
H: -0.17390 -3.24470 -1.34836
H: 3.96117 -2.71703 1.34129
C: -1.89484 -2.97856 3.63191
H: -3.89892 -1.92597 -5.39540
C: 4.27202 4.55563 1.57022
H: 2.19898 0.12387 -1.99146
H: 2.47442 -1.26394 -3.07968
N: 1.01739 1.93437 -1.21497
C: -4.30343 2.00369 2.05420
C: 0.31799 -2.63444 -2.10596
C: -0.88494 -2.90469 1.48886
H: -0.70777 -4.58315 2.80423
C: 1.19064 -0.77706 1.12800
H: 4.11503 5.72531 -0.21585
H: 0.09160 1.81621 -3.38866
H: -2.36386 2.27217 -0.69074
C: 2.05366 -0.83368 3.40269
H: 3.84140 -1.99645 3.70157
C: 3.75057 3.49513 2.29806
N: -2.34606 0.70720 0.62685
C: -2.79274 1.88425 0.22541
C: 2.68094 2.77376 1.79504
C: 1.12073 -0.39949 2.47366
C: -3.83682 0.77713 2.47015
H: -4.09288 3.55549 0.56691
H: -2.03883 -3.45657 4.59110
C: 1.72835 -0.73154 -2.47288
C: -0.34953 1.04000 -2.76494
H: 0.94651 -0.36865 -3.13670
H: 5.10965 5.12151 1.95834
C: -2.05609 -0.82205 -2.73337
C: -2.99039 -1.56803 -3.50736
N: 0.06615 1.01069 -1.54306
C: 3.71882 4.88585 0.34193
C: 2.14547 3.08190 0.54494
H: 2.25217 1.95263 2.35041
H: -2.61102 -0.14773 -6.55184
C: -3.18721 -1.32638 -4.84077
O: -1.91661 -1.10645 -1.48522
C: 2.66563 4.14796 -0.17845



C33H30N7O2PS2Ti | the ωB97M-V functional and the def2-TZVPD basis

Output
Energy relative to the best compared isomer or geometry (same formula, charge and spin) ... 0.0 kcal/mol
Total charge ... 0
Maximum force ... 0.05049 hartree/bohr
E_tot ... -3796.5968 Eh
E_HOMO (alpha / beta) ... -6.1 / -7.5 eV
2S+1 ... 3
Orbital gap (alpha / beta) ... 6.307 / 7.442 eV

Positions of all 76 atoms, in Å:
C: -0.80132 1.12939 4.20729
C: 0.21825 2.34663 -0.13528
C: -3.12958 0.77899 -2.79079
C: 3.16596 0.87989 2.59910
H: -3.17687 4.01906 0.48808
Ti: 0.17703 -1.78666 0.31433
H: -6.21233 -0.28009 -3.38100
C: 0.70050 0.24890 2.58468
C: 1.05687 0.72897 -5.44379
H: 1.77123 2.57349 -4.67503
H: -2.72818 0.27860 4.04228
P: -0.80941 0.04246 -1.35304
C: -1.77932 0.39825 3.56951
C: 5.03093 1.17765 4.08382
C: -1.13840 -4.26145 1.42059
H: -2.43685 -4.01506 2.90331
C: 3.20525 2.22672 2.27608
C: 4.04639 0.36188 3.56549
H: 1.16812 1.91848 -0.32673
H: -2.29363 -0.81183 1.86529
N: -1.02896 -4.71950 0.13537
H: 4.33119 4.05973 2.48335
C: -0.15324 0.39885 -3.01434
H: -0.67716 -1.51871 -3.72990
H: 1.50327 0.82394 -6.39347
N: 4.69794 -2.23710 -0.66695
N: -0.29064 -0.35219 1.93122
O: -1.99537 -2.12564 0.03333
C: -2.61198 -0.22313 -1.91438
C: -0.96680 1.69713 -0.58896
C: -0.20804 -0.60439 -3.98406
C: 1.17986 1.71903 -4.48506
H: -1.86663 -4.85080 -0.41565
C: 0.32531 -0.41196 -5.22033
C: 3.43537 -1.76727 -0.37658
H: 0.99687 4.12102 0.94530
H: -2.49024 1.62790 -3.13911
H: -5.28774 -2.14840 -1.75442
H: -1.05840 5.06434 1.30325
H: 5.79231 0.85131 4.77368
S: 2.10134 -1.95182 -1.45310
O: -3.40008 -3.54161 -0.94739
H: -1.06310 1.70733 5.10195
C: 2.03697 0.01662 2.06251
H: 0.87258 -4.46597 -0.47399
N: -2.34999 -4.43909 1.97554
H: 2.45696 2.70913 1.70524
H: -3.12128 1.88604 -0.65835
C: 0.15342 3.53988 0.56892
H: 5.48494 -1.90299 -0.13573
C: 4.21697 3.03445 2.73284
S: 0.21286 -3.59365 2.16462
H: 1.39875 1.37035 4.17148
C: -4.76659 -1.29056 -2.09740
N: 3.35679 -1.17868 0.76840
C: -3.45058 -1.28729 -1.61998
C: 0.52862 1.56356 -3.25890
C: 0.49924 0.99375 3.71755
H: 0.43557 -1.21932 -5.90903
C: 5.10070 2.50478 3.63082
H: 4.87243 -2.36858 -1.63475
C: -4.37775 0.69969 -3.30665
N: 2.14063 -0.85927 1.16274
C: -2.21399 3.57857 0.29965
N: -0.04646 -4.07987 -0.61803
H: -4.79013 1.48348 -3.89774
C: -5.23180 -0.32274 -2.93848
H: 5.79593 3.17423 4.12158
C: -1.52726 -0.29427 2.43401
C: -2.18058 2.32107 -0.31495
C: -2.92938 -2.42215 -0.81364
C: -1.09222 4.12650 0.80181
H: 4.02481 -0.71075 3.72193
H: -3.13107 -4.34245 1.32695
H: 0.60292 2.35977 -2.54482
H: -0.28171 -4.15661 -1.58216



Question: Which of these has the highest E_tot?
Answer: C33H30N5O2Ru



Question: Which of these has the highest E_tot?
Answer: C33H30N5O2Ru



Question: Which value of maximum force does entry 4 give?
Answer: 0.05049 hartree/bohr



Question: Among the records above, which one has the lowest total charge?
Answer: C33H30InN4O5